No. 1
Computed, not measured: an isolated molecule of C18H18Cl2N2O3 at a distorted geometry, with the ωB97M-V functional and the def2-TZVPD basis.

Structure (XYZ):
```
43
Properties=species:S:1:pos:R:3
C -3.554 -1.277 1.901
C -4.063 -0.020 1.324
C -3.667 -0.027 -0.151
N -2.286 0.141 -0.556
C -1.594 -0.962 -1.134
C -0.293 -1.438 -0.495
O 0.554 -1.684 -1.326
N 0.034 -1.316 0.853
C 1.328 -1.584 1.427
C 2.598 -1.703 0.662
C 3.784 -2.054 1.417
C 3.806 -2.256 2.826
Cl 5.264 -2.592 3.701
C 2.553 -2.319 3.411
C 1.363 -1.921 2.799
Cl -0.171 -1.862 3.891
C -1.603 1.351 -0.372
O -1.862 2.071 0.655
C -0.605 1.777 -1.289
C 0.655 2.226 -1.127
C 1.533 2.743 -2.182
C 1.291 2.723 -3.571
C 2.611 3.107 -4.012
C 3.440 3.406 -2.981
O 2.757 3.236 -1.821
H -2.506 -1.282 1.797
H -3.965 -2.125 1.357
H -3.826 -1.253 2.996
H -3.681 0.794 1.824
H -5.154 0.142 1.257
H -4.086 0.955 -0.381
H -4.156 -0.893 -0.735
H -2.217 -1.903 -1.321
H -1.377 -0.612 -2.225
H -0.545 -0.820 1.474
H 2.700 -1.338 -0.441
H 4.602 -2.041 0.751
H 2.491 -2.635 4.379
H -0.973 1.753 -2.273
H 1.029 2.310 -0.122
H 0.346 2.414 -4.034
H 2.928 3.108 -5.046
H 4.516 3.660 -3.106
```

## Properties
* gap between HOMO and LUMO: 8.3 eV
* multiplicity: 1
* SMILES: CCCN(CC(=O)Nc1ccc(Cl)cc1Cl)C(=O)/C=C/c1ccco1
* energy: -1952.1995 Eh
* ΔE to the lowest compared entry with this formula, charge and spin: 303.50 kJ/mol

Atomic partial charges in e from the natural (NBO) method, atoms 1 to 5: -0.599, -0.403, -0.204, -0.475, -0.301

***

No. 2
Computed, not measured: a structure of composition C18H18Cl2NO6SV, with the ωB97M-V functional and the def2-TZVPD basis.

Structure (XYZ):
```
47
Properties=species:S:1:pos:R:3
V 0.469 -0.709 0.652
Cl -5.596 -2.972 3.816
C -4.201 -2.189 3.183
C -3.744 -1.012 3.793
C -2.636 -0.346 3.317
Cl -2.100 1.103 4.061
C -1.933 -0.847 2.210
O -0.895 -0.179 1.735
C -2.396 -2.042 1.613
C -1.727 -2.575 0.483
O -0.653 -2.118 0.016
C -3.545 -2.701 2.098
H -4.273 -0.614 4.648
H -2.159 -3.433 -0.037
H -3.892 -3.607 1.618
C -2.534 -0.539 -1.885
C -1.248 0.221 -2.034
C -0.325 -0.124 -3.019
C 0.792 0.663 -3.252
C 0.990 1.802 -2.489
C 0.099 2.155 -1.488
C -1.005 1.356 -1.251
S 2.413 2.810 -2.784
O 3.180 2.119 -3.774
O 1.963 4.156 -2.942
N 3.266 2.830 -1.375
C 4.158 1.750 -0.955
C 3.799 1.178 0.433
C 2.423 0.627 0.502
O 1.542 0.983 1.308
O 2.070 -0.346 -0.306
H -2.445 -1.559 -2.259
H -3.318 -0.052 -2.469
H -2.878 -0.555 -0.850
H -0.497 -1.002 -3.630
H 1.509 0.403 -4.019
H 0.270 3.044 -0.894
H -1.714 1.638 -0.482
H 3.416 3.766 -1.028
H 5.194 2.088 -0.939
H 4.088 0.963 -1.706
H 3.890 1.940 1.205
H 4.471 0.345 0.657
C 1.322 -1.943 1.964
H 1.979 -2.610 1.402
H 0.539 -2.519 2.458
H 1.873 -1.351 2.693
```

## Properties
* gap between HOMO and LUMO (spin up / spin down): 7.1 / 7.1 eV
* multiplicity: 2
* net charge: +1
* expectation value of S²: 0.766
* energy: -3465.3030 Eh
* ΔE to the lowest compared entry with this formula, charge and spin: 0.00 kJ/mol

Atomic partial charges in e from the natural (NBO) method, atoms 1 to 5: 1.608, 0.074, -0.049, -0.147, -0.083

***

No. 3
Computed, not measured: an isolated molecule of C18H18ClN3O2, with the ωB97M-V functional and the def2-TZVPD basis.

Structure (XYZ):
```
42
Properties=species:S:1:pos:R:3
C -1.583 2.823 -0.932
C -1.258 1.389 -0.735
C -1.552 0.597 0.335
N -2.224 1.014 1.502
C -1.698 0.412 2.727
C -0.240 0.777 2.860
C 0.081 2.127 2.891
C 1.392 2.540 3.025
Cl 1.759 4.234 3.039
C 2.413 1.613 3.155
C 2.103 0.271 3.107
C 0.789 -0.171 2.936
O 0.595 -1.506 2.882
C -0.982 -0.708 0.086
O -1.019 -1.742 0.753
N -0.354 -0.596 -1.140
C 0.111 -1.677 -1.904
C -0.261 -1.822 -3.237
C 0.207 -2.902 -3.964
C 1.025 -3.845 -3.365
C 1.375 -3.708 -2.032
C 0.930 -2.624 -1.298
N -0.608 0.653 -1.697
C 0.384 1.243 -2.564
H -2.142 3.170 -0.068
H -0.672 3.413 -1.021
H -2.178 2.971 -1.832
H -3.228 0.880 1.434
H -1.839 -0.676 2.763
H -2.253 0.852 3.561
H -0.713 2.853 2.806
H 3.434 1.938 3.278
H 2.878 -0.476 3.192
H -0.154 -1.728 2.286
H -0.927 -1.104 -3.693
H -0.080 -3.012 -4.999
H 1.382 -4.690 -3.935
H 2.005 -4.447 -1.559
H 1.196 -2.512 -0.260
H -0.099 1.989 -3.192
H 1.189 1.718 -1.993
H 0.814 0.470 -3.198
```

## Properties
* gap between HOMO and LUMO: 8.6 eV
* multiplicity: 1
* SMILES: Cc1c(NCc2cc(Cl)ccc2O)c(=O)n(-c2ccccc2)n1C
* energy: -1471.6571 Eh
* ΔE to the lowest compared entry with this formula, charge and spin: 174.90 kJ/mol

Atomic partial charges in e from the natural (NBO) method, atoms 1 to 5: -0.662, 0.239, -0.040, -0.629, -0.240

***

No. 4
Computed, not measured: an isolated molecule of C18H18ClNOS, with the ωB97M-V functional and the def2-TZVPD basis.

Structure (XYZ):
```
40
Properties=species:S:1:pos:R:3
O -0.711 -1.767 1.568
C -0.421 -1.972 0.403
C 0.931 -1.788 -0.150
C 1.895 -1.257 0.610
C 3.238 -0.887 0.213
C 3.756 -1.150 -1.057
C 5.035 -0.751 -1.393
C 5.823 -0.079 -0.472
C 5.325 0.188 0.793
C 4.048 -0.214 1.132
N -1.353 -2.370 -0.510
C -2.766 -2.227 -0.255
C -3.355 -1.171 -1.192
S -4.804 -0.297 -0.531
C -4.083 0.683 0.852
C -2.712 1.203 0.571
C -1.678 0.961 1.467
C -0.390 1.378 1.190
C -0.125 2.025 -0.005
Cl 1.504 2.468 -0.392
C -1.148 2.308 -0.898
C -2.436 1.903 -0.601
H 1.077 -2.031 -1.192
H 1.633 -1.051 1.641
H 3.156 -1.674 -1.785
H 5.421 -0.962 -2.379
H 6.821 0.235 -0.740
H 5.935 0.712 1.514
H 3.662 -0.002 2.119
H -1.075 -2.499 -1.470
H -2.850 -1.917 0.790
H -3.282 -3.184 -0.379
H -2.601 -0.416 -1.420
H -3.705 -1.615 -2.123
H -4.801 1.494 0.983
H -4.087 0.057 1.744
H -1.870 0.426 2.384
H 0.406 1.181 1.888
H -0.935 2.830 -1.818
H -3.238 2.113 -1.295
```

## Properties
* gap between HOMO and LUMO: 8.7 eV
* multiplicity: 1
* SMILES: O=C(/C=C/c1ccccc1)NCCSCc1ccc(Cl)cc1
* energy: -1685.1006 Eh
* ΔE to the lowest compared entry with this formula, charge and spin: 1.04 kJ/mol

Atomic partial charges in e from the natural (NBO) method, atoms 1 to 5: -0.642, 0.645, -0.308, -0.125, -0.016

***

No. 5
Computed, not measured: the ion C18H18F with charge +1 at a distorted geometry, with the ωB97M-V functional and the def2-TZVPD basis.

Structure (XYZ):
```
37
Properties=species:S:1:pos:R:3
C -2.487 -0.208 2.361
C -1.141 0.450 2.411
C 0.060 -0.215 2.470
C 1.286 0.402 2.704
C 2.572 -0.323 3.086
H -3.308 0.524 2.333
H -2.586 -0.831 1.468
H -2.710 -0.875 3.202
H -1.081 1.528 2.459
H 0.008 -1.337 2.479
H 1.391 1.482 2.578
H 3.385 0.226 2.624
H 2.416 -1.383 2.737
F 7.137 -4.378 3.454
C 6.206 -3.408 3.827
C 5.099 -3.801 4.569
C 4.189 -2.804 4.970
C 4.314 -1.486 4.530
C 3.092 -0.500 4.552
C 3.283 0.814 5.192
C 2.169 1.333 5.840
C 2.022 2.723 5.968
C 3.041 3.571 5.523
C 4.257 3.028 5.086
C 4.427 1.641 5.037
C 5.508 -1.121 3.883
C 6.476 -2.075 3.520
H 4.954 -4.850 4.828
H 3.315 -3.110 5.548
H 2.253 -1.036 5.006
H 1.350 0.677 6.165
H 1.115 3.142 6.423
H 2.918 4.657 5.630
H 5.070 3.720 4.802
H 5.430 1.234 4.835
H 5.654 -0.093 3.542
H 7.384 -1.804 2.993
```

## Properties
* gap between HOMO and LUMO: 5.4 eV
* multiplicity: 1
* net charge: +1
* energy: -796.2193 Eh
* ΔE to the lowest compared entry with this formula, charge and spin: 52.49 kJ/mol

Atomic partial charges in e from the natural (NBO) method, atoms 1 to 5: -0.721, 0.200, -0.375, 0.244, -0.497